The following is a quantum chemistry calculation of a molecular structure, C3H6N2S2 at a distorted geometry, from the Open Molecules 2025 dataset.

Results
**HOMO energy**: -8.23 eV
**Total charge**: 0
**LUMO**: -0.4 eV
**Orbital gap**: 7.851 eV
**Energy above the lowest of the compared OMol25 structures with the same formula, charge and spin**: 475.8 kJ/mol

Each line ends with the Mulliken charge.
Atoms and positions in Å:
C1 -2.572 0.543 0.900  -0.7405
C2 -0.562 1.289 -0.518  -0.0135
C3 1.510 0.265 -0.664  -0.1596
H1 -2.666 -0.396 1.689  0.2477
H2 -2.544 1.503 1.506  0.3265
H3 -3.471 0.636 -0.004  0.2905
H4 -2.203 -1.704 -1.075  0.1374
H5 -1.191 2.192 -0.597  0.3847
H6 1.473 -0.675 -1.734  0.2691
N1 -1.316 0.247 0.070  -0.0368
N2 0.776 1.395 -0.542  -0.3259
S1 -0.936 -1.341 -0.311  -0.1531
S2 2.444 -0.261 0.636  -0.2266